No. 1
{
  "formula": "C13H23FNPPd",
  "method": "the ωB97M-V functional and the def2-TZVPD basis",
  "lumo_energy_ev": [-6.64, -10.79],
  "energy_ev": -30806.5032,
  "molar_mass_g_mol": 349.73,
  "homo_lumo_gap_ev": [6.792, 5.719],
  "spin_multiplicity": 5,
  "s2": 6.03,
  "e_homo_ev": [-13.4, -16.5],
  "charge": 2,
  "elements": ["C", "C", "C", "C", "C", "C", "C", "C", "N", "Pd", "C", "P", "H", "H", "H", "H", "H", "H", "H", "H", "C", "C", "H", "C", "C", "H", "H", "H", "H", "H", "H", "H", "H", "H", "H", "H", "H", "H", "H", "F"],
  "positions_angstrom": [[0.4955, -4.7010, -1.6274], [0.9981, -4.3764, -0.3706], [1.0132, -3.0423, 0.0728], [0.5081, -2.0700, -0.7660], [-0.0309, -2.3623, -2.0161], [-0.0547, -3.6988, -2.4223], [1.5342, -2.6904, 1.4308], [2.1091, -1.2686, 1.6572], [3.1839, -0.8104, 0.7726], [0.6797, -0.1925, -0.0384], [-0.5609, -1.2734, -2.9087], [0.1158, 0.3208, -2.3319], [1.4096, -5.1464, 0.2729], [-0.4864, -3.9339, -3.3883], [0.5258, -5.7292, -1.9847], [-1.6497, -1.1607, -2.8388], [-0.2820, -1.4134, -3.9575], [0.7067, -2.7911, 2.1531], [2.2718, -3.4440, 1.7395], [1.3301, -0.3856, 1.7520], [-0.5338, 1.7821, -3.1752], [1.8186, 0.1739, -3.0039], [2.4967, -1.2792, 2.7179], [3.7275, -1.5774, -0.3615], [4.2482, -0.1062, 1.4921], [0.0389, 1.1910, 0.7357], [4.8229, -1.6963, -0.2051], [3.2943, -2.5812, -0.4882], [3.6230, -1.0391, -1.3352], [5.2288, -0.5503, 1.2551], [4.2854, 0.9704, 1.2584], [4.0706, -0.2067, 2.5670], [1.7403, 0.3044, -4.0903], [2.4496, 0.9571, -2.5634], [2.2384, -0.8138, -2.7788], [-0.4812, 1.6151, -4.2580], [-1.5676, 1.9360, -2.8472], [0.0789, 2.6490, -2.8948], [1.0792, 1.3343, 0.5639], [-1.4401, 0.3533, -0.9744]],
  "forces_ev_per_a": [[-0.5, -0.2, -0.7], [1.0, 1.5, 2.1], [0.1, -3.2, 0.0], [0.3, 1.4, 1.1], [-1.1, -1.9, -2.1], [-0.3, 1.3, -0.8], [0.0, 0.1, 0.4], [0.0, -0.4, 0.9], [1.2, -1.4, 0.9], [-1.2, 0.7, -0.2], [-0.2, 0.6, 0.1], [-0.5, 0.6, -1.1], [0.0, -0.1, -0.1], [0.1, -0.1, 0.0], [-0.1, 0.2, 0.1], [0.1, -0.3, 0.0], [-0.1, -0.2, 0.1], [0.2, 0.1, -0.1], [0.0, 0.3, 0.0], [0.8, -1.3, 0.1], [-0.2, -0.3, 0.1], [0.3, 0.2, 0.1], [-0.2, 0.2, -1.0], [0.5, -0.3, -0.8], [0.4, 0.9, 0.5], [2.3, 0.8, 0.0], [-0.8, 0.1, -0.1], [-0.1, 0.6, 0.3], [-0.1, -0.1, 0.9], [-0.5, 0.3, 0.0], [-0.1, -0.3, -0.1], [0.1, 0.2, -0.3], [0.2, 0.0, 0.1], [0.0, -0.2, -0.3], [-0.1, 0.2, -0.2], [-0.1, 0.2, 0.2], [0.3, 0.0, -0.2], [-0.1, -0.2, -0.1], [-2.4, 0.5, 0.7], [0.9, -0.2, -0.1]]
}


No. 2
{
  "formula": "C13H23FNPTi",
  "method": "the ωB97M-V functional and the def2-TZVPD basis",
  "lumo_energy_ev": [0.64, -0.50],
  "energy_ev": -50462.5200,
  "molar_mass_g_mol": 291.17,
  "homo_lumo_gap_ev": [6.628, 7.633],
  "spin_multiplicity": 3,
  "s2": 2.01,
  "e_homo_ev": [-6.0, -8.1],
  "elements": ["C", "C", "C", "C", "C", "C", "C", "C", "N", "Ti", "C", "P", "H", "H", "H", "H", "H", "H", "H", "H", "C", "C", "H", "C", "C", "H", "H", "H", "H", "H", "H", "H", "H", "H", "H", "H", "H", "H", "H", "F"],
  "positions_angstrom": [[0.4717, 3.2777, -1.7055], [-0.8056, 2.7992, -1.3730], [-0.9518, 1.7703, -0.4334], [0.1832, 1.2224, 0.1455], [1.4649, 1.6917, -0.1700], [1.6006, 2.7376, -1.0810], [-2.3126, 1.2812, -0.0355], [-2.4342, -0.1952, 0.4330], [-2.3865, -1.1275, -0.6311], [-0.2613, -0.0271, 1.8123], [2.6324, 1.0096, 0.4889], [1.9945, -0.6327, 1.0923], [-1.7005, 3.2227, -1.8442], [2.6067, 3.1182, -1.3181], [0.5770, 4.0693, -2.4434], [3.0161, 1.5587, 1.3666], [3.4714, 0.8317, -0.1972], [-2.7309, 1.9110, 0.7682], [-3.0000, 1.3975, -0.8886], [-1.7954, -0.6814, 1.2611], [3.3662, -1.3517, 1.9966], [2.0387, -1.5234, -0.4889], [-3.4331, -0.2978, 0.9035], [-1.4710, -1.0824, -1.7304], [-3.1290, -2.3488, -0.4764], [0.5337, -1.3405, 2.5369], [-1.9543, -1.6622, -2.5396], [-1.2896, -0.0653, -2.0839], [-0.4950, -1.5601, -1.5211], [-3.3744, -2.7206, -1.4825], [-2.5643, -3.1340, 0.0634], [-4.0601, -2.1489, 0.0730], [3.0813, -1.5586, -0.8316], [1.6592, -2.5368, -0.3186], [1.4276, -1.0325, -1.2490], [4.2924, -1.2560, 1.4109], [3.4819, -0.8563, 2.9646], [3.1413, -2.4105, 2.1632], [-0.5949, -1.6356, 2.2570], [-0.2962, 1.2871, 3.1058]],
  "forces_ev_per_a": [[-0.4, -0.3, 0.4], [0.1, 0.1, -0.1], [0.6, 0.8, -0.5], [0.3, -0.8, 0.2], [-0.6, 0.4, -0.4], [0.4, 0.1, -0.2], [-0.4, -0.1, 0.5], [-0.4, -0.3, -0.5], [-1.1, 0.0, -0.8], [1.1, 2.7, 0.7], [0.3, -0.3, 0.5], [-0.5, 1.3, -1.1], [0.4, -0.1, 0.1], [-0.5, -0.1, 0.0], [0.0, -0.1, 0.1], [-0.1, 0.0, -0.3], [-0.1, 0.1, 0.1], [0.2, -0.1, -0.2], [0.1, -0.2, 0.3], [-1.1, 0.4, -0.2], [0.4, -0.3, 0.1], [0.4, -0.5, -0.1], [0.5, 0.1, -0.1], [0.0, -0.4, -0.3], [0.2, -0.1, 0.0], [-1.1, -1.3, 0.2], [0.4, 0.3, 0.1], [0.0, -0.1, 0.1], [-0.2, 0.1, 0.0], [-0.1, -0.1, 0.4], [-0.2, 0.0, -0.1], [0.2, -0.2, -0.1], [-0.2, -0.2, -0.1], [0.1, 0.1, -0.2], [0.1, 0.1, 0.3], [-0.2, -0.1, 0.2], [0.0, -0.1, -0.1], [0.2, 0.1, 0.1], [1.2, -1.0, 0.8], [-0.1, 0.0, 0.4]]
}


No. 3
{
  "formula": "C13H23I2OP2STi",
  "method": "the ωB97M-V functional and the def2-TZVPD basis",
  "e_above_lowest_kcal_mol": 0.0,
  "lumo_energy_ev": [-8.81, -10.13],
  "energy_ev": -84616.8630,
  "molar_mass_g_mol": 591.02,
  "homo_lumo_gap_ev": [6.372, 4.776],
  "spin_multiplicity": 2,
  "s2": 0.77,
  "e_homo_ev": [-15.2, -14.9],
  "charge": 2,
  "elements": ["I", "I", "Ti", "P", "C", "C", "H", "H", "H", "H", "H", "H", "C", "H", "H", "H", "P", "C", "C", "H", "H", "H", "C", "H", "H", "H", "H", "H", "H", "C", "O", "S", "C", "C", "C", "C", "C", "C", "H", "H", "H", "H", "H"],
  "positions_angstrom": [[-2.8555, 0.2202, -1.5645], [2.0197, 0.7122, -2.0052], [-0.2976, 0.2351, -0.6705], [-0.6935, -2.2393, -1.4881], [-1.0091, -3.3741, -0.0938], [-1.9617, -2.8550, -2.6746], [-1.7470, -3.9250, -2.8525], [0.6351, -3.9072, -2.5306], [-1.9089, -2.2971, -3.6235], [1.1519, -2.2616, -3.0505], [-1.8878, -3.0354, 0.4590], [-2.9695, -2.7379, -2.2407], [0.8603, -2.8860, -2.1968], [-1.2309, -4.3533, -0.5210], [1.6682, -2.8836, -1.4540], [-0.1621, -3.4339, 0.5986], [-0.5116, 2.8192, -1.4085], [-0.7548, 3.7966, 0.1243], [0.8838, 3.7664, -2.1722], [-1.8959, 2.9594, -3.4086], [-1.6778, 4.5585, -2.6335], [-2.8380, 3.3778, -1.9392], [-1.8756, 3.4916, -2.4500], [1.1605, 3.2969, -3.1236], [0.5529, 4.7972, -2.3546], [-0.7317, 4.8617, -0.1527], [0.0686, 3.5790, 0.8194], [1.7485, 3.7743, -1.5021], [-1.7213, 3.5458, 0.5825], [-1.1378, 0.8644, 1.1642], [-1.7908, 1.2095, 2.0658], [1.2414, -1.0583, 0.5378], [1.4808, -0.8149, 2.2557], [2.6918, -0.3130, 2.7535], [2.9838, -0.4895, 4.1060], [2.0379, -1.1413, 4.9211], [0.7966, -1.5558, 4.4266], [0.4949, -1.3445, 3.0899], [3.3598, 0.1637, 2.0357], [3.9320, -0.1388, 4.5218], [2.2627, -1.2759, 5.9743], [0.0620, -2.0594, 5.0531], [-0.4342, -1.6486, 2.6221]],
  "forces_ev_per_a": [[0.7, 0.2, 0.7], [-0.5, -0.7, 0.6], [-0.2, 0.0, -3.1], [0.4, -0.9, -0.3], [-0.1, 0.4, 0.3], [0.0, 0.5, -0.1], [-0.1, 0.5, 0.1], [0.3, 0.2, 0.0], [-0.1, -0.3, 0.3], [0.0, -0.3, 0.1], [0.0, -0.1, 0.0], [0.5, -0.1, -0.2], [-0.1, 0.1, -0.1], [0.1, 0.0, 0.1], [-0.2, -0.1, -0.3], [-0.2, -0.1, -0.2], [-0.2, 1.6, 0.0], [0.1, -0.2, 0.0], [0.0, -0.5, 0.1], [-0.1, 0.2, 0.2], [0.0, -0.4, 0.2], [0.2, 0.0, -0.2], [-0.1, -0.5, 0.0], [0.0, 0.3, 0.2], [0.0, -0.3, 0.1], [-0.1, -0.3, 0.2], [-0.3, 0.2, 0.0], [-0.1, 0.0, -0.2], [0.3, 0.2, -0.1], [-4.0, 2.1, 5.2], [3.3, -1.7, -4.1], [0.7, 0.0, 0.3], [0.0, 0.5, 0.2], [0.2, -0.4, -0.1], [-0.5, 0.0, -0.3], [0.1, 0.3, 0.0], [0.0, 0.0, -0.1], [0.1, -0.1, 0.0], [0.1, -0.2, 0.4], [-0.4, -0.1, -0.2], [0.0, -0.1, -0.1], [0.3, 0.2, 0.0], [-0.1, -0.2, 0.4]]
}


No. 4
{
  "formula": "C13H23N3O2S",
  "method": "the ωB97M-V functional and the def2-TZVPD basis",
  "e_above_lowest_kcal_mol": 8.3,
  "lumo_energy_ev": 0.50,
  "energy_ev": -33256.0379,
  "molar_mass_g_mol": 285.41,
  "homo_lumo_gap_ev": 9.335,
  "e_homo_ev": -8.8,
  "smiles": "CCCCCCCCc1nc(S[C@@H](C)C(=O)O)n[nH]1",
  "elements": ["C", "C", "C", "C", "C", "C", "C", "C", "C", "N", "C", "S", "C", "C", "C", "O", "O", "N", "N", "H", "H", "H", "H", "H", "H", "H", "H", "H", "H", "H", "H", "H", "H", "H", "H", "H", "H", "H", "H", "H", "H", "H"],
  "positions_angstrom": [[0.9198, 3.5413, 1.7205], [1.6264, 2.3100, 2.2743], [1.0727, 1.0238, 1.6663], [1.7612, -0.2209, 2.2233], [1.1103, -1.5231, 1.7557], [1.3287, -1.8034, 0.2706], [0.6141, -3.0804, -0.1698], [0.5840, -3.2382, -1.6927], [-0.3657, -2.2961, -2.3352], [-0.9190, -1.2350, -1.7847], [-1.7144, -0.7180, -2.7613], [-2.6925, 0.6915, -2.5213], [-1.8306, 1.4435, -1.0591], [-2.0266, 2.9470, -1.1125], [-2.3871, 0.8539, 0.2436], [-3.0633, 1.4947, 0.9979], [-2.0482, -0.4027, 0.4907], [-1.6735, -1.4062, -3.8801], [-0.8171, -2.4078, -3.5988], [1.3107, 4.4474, 2.1775], [1.0633, 3.6126, 0.6437], [-0.1476, 3.4864, 1.9249], [2.6974, 2.3786, 2.0678], [1.4996, 2.2788, 3.3584], [1.2025, 1.0658, 0.5825], [0.0026, 0.9642, 1.8761], [2.8164, -0.2142, 1.9386], [1.7146, -0.1827, 3.3140], [1.5189, -2.3543, 2.3356], [0.0384, -1.4723, 1.9563], [2.3989, -1.8955, 0.0690], [0.9493, -0.9680, -0.3150], [-0.4107, -3.0681, 0.2048], [1.1175, -3.9463, 0.2639], [0.2895, -4.2561, -1.9624], [1.5852, -3.0658, -2.1008], [-0.7769, 1.1732, -1.1645], [-1.6770, 3.3456, -2.0613], [-3.0799, 3.1859, -0.9898], [-1.4747, 3.4136, -0.3002], [-1.5116, -0.8027, -0.2463], [-0.6058, -3.0999, -4.2999]],
  "forces_ev_per_a": [[0.2, -0.1, 0.2], [-0.2, 0.0, -0.3], [0.4, 0.0, 0.3], [-0.3, -0.1, -0.1], [0.3, 0.1, -0.1], [-0.2, -0.1, 0.3], [0.2, 0.2, -0.2], [0.1, -0.2, 0.2], [-0.1, -0.2, -0.5], [0.0, -0.2, 0.0], [0.4, -0.6, -0.3], [-0.1, 0.5, 0.2], [-0.1, -0.2, -0.3], [-0.1, -0.1, -0.1], [0.3, 0.1, -0.4], [-0.1, 0.1, 0.2], [0.0, -0.4, 0.3], [-0.4, 0.5, -0.4], [0.1, 0.1, 0.6], [0.0, 0.1, 0.0], [0.0, 0.0, -0.1], [-0.1, 0.0, 0.0], [0.1, 0.0, 0.1], [0.1, 0.0, 0.1], [-0.1, 0.0, -0.1], [-0.1, 0.0, -0.1], [0.1, 0.0, 0.1], [0.1, 0.0, 0.0], [-0.1, -0.1, 0.0], [-0.1, -0.1, 0.0], [0.1, 0.0, -0.1], [0.1, 0.1, 0.0], [0.0, -0.1, 0.1], [-0.1, 0.0, 0.0], [0.1, 0.0, 0.0], [0.0, -0.1, 0.0], [-0.1, 0.0, 0.1], [0.1, 0.0, -0.1], [0.0, 0.1, 0.0], [0.0, 0.0, 0.1], [-0.1, 0.3, 0.0], [0.0, 0.1, 0.1]]
}


No. 5
{
  "formula": "C13H23NO",
  "method": "the ωB97M-V functional and the def2-TZVPD basis",
  "e_above_lowest_kcal_mol": 19.8,
  "lumo_energy_ev": 0.90,
  "energy_ev": -17391.3135,
  "molar_mass_g_mol": 209.33,
  "homo_lumo_gap_ev": 9.053,
  "e_homo_ev": -8.2,
  "smiles": "CCC(=O)[C@@H]1[C@H](CC)C[C@@H]2CC[C@H]1N2C",
  "elements": ["C", "C", "C", "O", "C", "C", "C", "C", "C", "C", "C", "C", "C", "N", "C", "H", "H", "H", "H", "H", "H", "H", "H", "H", "H", "H", "H", "H", "H", "H", "H", "H", "H", "H", "H", "H", "H", "H"],
  "positions_angstrom": [[4.0184, 0.6176, 0.9948], [3.0347, -0.5471, 0.7718], [1.6112, -0.1705, 1.1274], [1.3483, 0.3648, 2.1767], [0.4865, -0.7662, 0.2412], [0.2981, 0.1196, -1.0523], [0.5557, 1.6516, -0.8815], [0.8356, 2.3552, -2.1801], [-1.1193, -0.1792, -1.7008], [-2.2141, -0.5879, -0.7038], [-2.6221, 0.4727, 0.3031], [-1.7054, 0.2421, 1.4822], [-0.8116, -0.9638, 1.0764], [-1.6416, -1.6448, 0.1362], [-2.6375, -2.5964, 0.6888], [3.8283, 1.4540, 0.3452], [3.9326, 1.0011, 2.0088], [5.0741, 0.2776, 0.8757], [3.0788, -0.8887, -0.2573], [3.2788, -1.4036, 1.4140], [0.7820, -1.7591, -0.0513], [0.9999, -0.2021, -1.7971], [1.4481, 1.8498, -0.2447], [-0.2842, 2.1267, -0.3585], [1.1902, 3.3637, -1.9718], [1.5904, 1.8801, -2.7826], [-0.0814, 2.4512, -2.7654], [-1.4905, 0.6467, -2.3382], [-0.9436, -1.0533, -2.3500], [-3.0570, -0.9300, -1.2946], [-3.6861, 0.2949, 0.6524], [-2.5156, 1.4897, -0.1115], [-2.2356, -0.0030, 2.4042], [-1.0995, 1.1445, 1.6684], [-0.5706, -1.5302, 1.9814], [-3.0491, -2.2068, 1.6282], [-3.4574, -2.8117, -0.0055], [-2.1693, -3.5593, 0.8702]],
  "forces_ev_per_a": [[0.7, -0.9, 0.6], [0.3, 0.9, -0.1], [-0.7, -1.5, 0.0], [0.1, 0.5, 0.0], [0.2, 2.3, 0.9], [-1.4, 0.5, 0.4], [0.5, -0.7, 1.1], [-0.8, 0.7, -0.2], [0.6, -0.1, 0.1], [0.7, -0.2, 0.0], [-1.5, 0.5, 0.2], [1.7, 1.0, 0.4], [0.2, 0.6, -0.1], [-1.8, -2.6, -1.2], [0.5, 0.7, 0.0], [-0.1, 0.2, -0.5], [-0.1, -0.1, 0.1], [-0.8, 0.3, -0.1], [0.0, -0.1, -0.2], [0.0, 0.1, -0.1], [0.2, -0.4, -0.2], [0.7, -0.3, -0.3], [-0.5, -0.4, -0.1], [0.1, -0.1, -0.1], [0.0, 0.1, -0.1], [0.3, -0.4, -0.2], [0.1, 0.0, -0.2], [0.4, -0.2, 0.3], [-0.3, 0.3, 0.1], [-0.1, -0.3, 0.1], [1.0, 0.4, -0.7], [-0.3, -0.3, 0.2], [0.0, 0.1, -0.1], [-0.2, -0.4, 0.3], [0.0, -0.3, -0.3], [-0.2, -0.2, 0.0], [0.2, 0.4, 0.0], [0.2, -0.1, 0.2]]
}


Copy entry 1 word for word.
{
  "formula": "C13H23FNPPd",
  "method": "the ωB97M-V functional and the def2-TZVPD basis",
  "lumo_energy_ev": [-6.64, -10.79],
  "energy_ev": -30806.5032,
  "molar_mass_g_mol": 349.73,
  "homo_lumo_gap_ev": [6.792, 5.719],
  "spin_multiplicity": 5,
  "s2": 6.03,
  "e_homo_ev": [-13.4, -16.5],
  "charge": 2,
  "elements": ["C", "C", "C", "C", "C", "C", "C", "C", "N", "Pd", "C", "P", "H", "H", "H", "H", "H", "H", "H", "H", "C", "C", "H", "C", "C", "H", "H", "H", "H", "H", "H", "H", "H", "H", "H", "H", "H", "H", "H", "F"],
  "positions_angstrom": [[0.4955, -4.7010, -1.6274], [0.9981, -4.3764, -0.3706], [1.0132, -3.0423, 0.0728], [0.5081, -2.0700, -0.7660], [-0.0309, -2.3623, -2.0161], [-0.0547, -3.6988, -2.4223], [1.5342, -2.6904, 1.4308], [2.1091, -1.2686, 1.6572], [3.1839, -0.8104, 0.7726], [0.6797, -0.1925, -0.0384], [-0.5609, -1.2734, -2.9087], [0.1158, 0.3208, -2.3319], [1.4096, -5.1464, 0.2729], [-0.4864, -3.9339, -3.3883], [0.5258, -5.7292, -1.9847], [-1.6497, -1.1607, -2.8388], [-0.2820, -1.4134, -3.9575], [0.7067, -2.7911, 2.1531], [2.2718, -3.4440, 1.7395], [1.3301, -0.3856, 1.7520], [-0.5338, 1.7821, -3.1752], [1.8186, 0.1739, -3.0039], [2.4967, -1.2792, 2.7179], [3.7275, -1.5774, -0.3615], [4.2482, -0.1062, 1.4921], [0.0389, 1.1910, 0.7357], [4.8229, -1.6963, -0.2051], [3.2943, -2.5812, -0.4882], [3.6230, -1.0391, -1.3352], [5.2288, -0.5503, 1.2551], [4.2854, 0.9704, 1.2584], [4.0706, -0.2067, 2.5670], [1.7403, 0.3044, -4.0903], [2.4496, 0.9571, -2.5634], [2.2384, -0.8138, -2.7788], [-0.4812, 1.6151, -4.2580], [-1.5676, 1.9360, -2.8472], [0.0789, 2.6490, -2.8948], [1.0792, 1.3343, 0.5639], [-1.4401, 0.3533, -0.9744]],
  "forces_ev_per_a": [[-0.5, -0.2, -0.7], [1.0, 1.5, 2.1], [0.1, -3.2, 0.0], [0.3, 1.4, 1.1], [-1.1, -1.9, -2.1], [-0.3, 1.3, -0.8], [0.0, 0.1, 0.4], [0.0, -0.4, 0.9], [1.2, -1.4, 0.9], [-1.2, 0.7, -0.2], [-0.2, 0.6, 0.1], [-0.5, 0.6, -1.1], [0.0, -0.1, -0.1], [0.1, -0.1, 0.0], [-0.1, 0.2, 0.1], [0.1, -0.3, 0.0], [-0.1, -0.2, 0.1], [0.2, 0.1, -0.1], [0.0, 0.3, 0.0], [0.8, -1.3, 0.1], [-0.2, -0.3, 0.1], [0.3, 0.2, 0.1], [-0.2, 0.2, -1.0], [0.5, -0.3, -0.8], [0.4, 0.9, 0.5], [2.3, 0.8, 0.0], [-0.8, 0.1, -0.1], [-0.1, 0.6, 0.3], [-0.1, -0.1, 0.9], [-0.5, 0.3, 0.0], [-0.1, -0.3, -0.1], [0.1, 0.2, -0.3], [0.2, 0.0, 0.1], [0.0, -0.2, -0.3], [-0.1, 0.2, -0.2], [-0.1, 0.2, 0.2], [0.3, 0.0, -0.2], [-0.1, -0.2, -0.1], [-2.4, 0.5, 0.7], [0.9, -0.2, -0.1]]
}